Entry 1:
{"formula": "C29H54F15N8O19S5", "method": "the ωB97M-V functional and the def2-TZVPD basis", "species": ["C", "C", "O", "N", "H", "H", "C", "H", "H", "H", "H", "H", "H", "C", "C", "O", "N", "H", "H", "C", "H", "H", "H", "H", "H", "H", "C", "C", "O", "N", "H", "H", "C", "H", "H", "H", "H", "H", "H", "C", "C", "O", "N", "H", "H", "C", "H", "H", "H", "H", "H", "H", "C", "C", "N", "C", "C", "N", "C", "C", "H", "H", "H", "H", "H", "H", "H", "H", "H", "H", "H", "C", "C", "N", "C", "C", "N", "C", "C", "H", "H", "H", "H", "H", "H", "H", "H", "H", "H", "H", "C", "F", "F", "F", "S", "O", "O", "O", "C", "F", "F", "F", "S", "O", "O", "O", "C", "F", "F", "F", "S", "O", "O", "O", "C", "F", "F", "F", "S", "O", "O", "O", "C", "F", "F", "F", "S", "O", "O", "O"], "positions_angstrom": [[-8.434, -4.315, -4.132], [-7.183, -5.072, -4.406], [-7.027, -6.176, -3.986], [-6.236, -4.408, -5.398], [-6.300, -3.412, -5.243], [-5.310, -4.653, -5.079], [-6.397, -4.950, -6.918], [-8.989, -5.041, -3.538], [-9.018, -3.932, -4.969], [-8.266, -3.471, -3.462], [-5.668, -4.415, -7.526], [-7.413, -4.773, -7.272], [-6.049, -5.972, -7.068], [9.067, -3.036, 0.496], [9.859, -2.148, -0.474], [10.542, -1.215, 0.005], [9.731, -2.558, -1.931], [10.456, -3.203, -2.212], [8.908, -3.135, -2.033], [9.471, -1.434, -2.963], [9.450, -2.782, 1.484], [9.145, -4.109, 0.319], [8.015, -2.752, 0.521], [10.213, -1.465, -3.761], [9.343, -0.436, -2.544], [8.577, -1.696, -3.530], [-7.871, 6.962, 4.772], [-7.839, 7.304, 3.315], [-6.828, 7.663, 2.712], [-9.149, 7.339, 2.546], [-9.762, 6.739, 3.078], [-9.570, 8.247, 2.682], [-9.003, 7.060, 1.048], [-7.122, 7.510, 5.344], [-7.606, 5.910, 4.878], [-8.858, 7.116, 5.209], [-9.913, 6.757, 0.529], [-8.303, 6.225, 1.042], [-8.463, 7.892, 0.597], [2.815, -8.876, 0.763], [2.033, -9.001, -0.559], [2.459, -9.396, -1.640], [0.627, -8.524, -0.436], [0.493, -8.112, 0.476], [0.392, -7.677, -0.935], [-0.420, -9.705, -0.532], [2.322, -9.513, 1.498], [2.927, -7.820, 1.007], [3.857, -9.152, 0.602], [-1.427, -9.352, -0.309], [-0.160, -10.465, 0.205], [-0.399, -10.219, -1.493], [1.817, 0.539, -6.752], [2.500, 0.732, -5.388], [2.542, 2.131, -4.997], [1.391, 2.897, -4.994], [1.696, 4.171, -4.768], [3.020, 4.291, -4.546], [3.562, 2.996, -4.670], [3.707, 5.652, -4.344], [0.739, 0.635, -6.628], [2.000, -0.465, -7.136], [2.121, 1.321, -7.448], [3.554, 0.463, -5.318], [2.027, 0.117, -4.622], [0.417, 2.597, -5.352], [1.065, 5.042, -4.872], [4.626, 2.818, -4.724], [2.993, 6.475, -4.321], [4.538, 5.732, -5.044], [4.088, 5.734, -3.326], [3.464, 1.112, 0.639], [2.224, 0.425, 1.270], [0.961, 0.729, 0.532], [0.271, -0.158, -0.270], [-0.835, 0.470, -0.812], [-0.928, 1.798, -0.241], [0.275, 1.961, 0.452], [-1.915, 2.858, -0.310], [4.321, 1.008, 1.304], [3.334, 2.165, 0.387], [3.787, 0.630, -0.284], [2.031, 0.677, 2.313], [2.402, -0.650, 1.291], [0.672, -1.107, -0.594], [-1.592, -0.044, -1.385], [0.577, 2.894, 0.906], [-1.879, 3.206, -1.342], [-1.706, 3.748, 0.285], [-2.936, 2.484, -0.241], [2.758, 6.326, 4.362], [1.528, 5.992, 3.979], [2.780, 6.947, 5.566], [3.416, 5.102, 4.464], [3.712, 7.387, 3.037], [2.682, 7.746, 2.094], [4.302, 8.571, 3.717], [4.719, 6.490, 2.461], [-8.070, 2.402, -6.400], [-9.139, 1.511, -6.285], [-8.221, 3.215, -7.390], [-8.148, 3.082, -5.241], [-6.363, 1.491, -6.445], [-6.384, 0.587, -7.565], [-5.374, 2.531, -6.670], [-6.266, 0.672, -5.220], [7.892, -0.221, 8.354], [7.988, -0.321, 7.075], [7.624, 0.987, 8.737], [6.908, -1.046, 8.769], [9.552, -0.943, 9.070], [9.523, -0.404, 10.414], [9.326, -2.363, 9.050], [10.669, -0.466, 8.287], [-3.746, 1.836, 5.751], [-4.325, 1.351, 4.631], [-2.500, 1.391, 5.870], [-3.710, 3.220, 5.628], [-4.741, 1.321, 7.388], [-4.206, 2.046, 8.545], [-6.114, 1.634, 7.042], [-4.504, -0.038, 7.579], [0.246, -4.173, 5.516], [1.596, -4.128, 5.213], [-0.093, -3.631, 6.660], [-0.388, -3.515, 4.548], [-0.348, -5.984, 5.514], [0.764, -6.693, 6.099], [-1.576, -6.021, 6.299], [-0.422, -6.328, 4.066]], "homo_lumo_gap_ev": 2.1, "charge": 1, "spin_multiplicity": 1}

Entry 2:
{"formula": "C26H25BrCl2FeN2O9P2S2", "method": "the ωB97M-V functional and the def2-TZVPD basis", "species": ["Fe", "C", "C", "O", "P", "O", "O", "O", "P", "O", "O", "O", "H", "H", "H", "H", "H", "H", "H", "Cl", "C", "C", "C", "C", "C", "Cl", "C", "S", "H", "H", "H", "C", "C", "C", "C", "C", "C", "C", "S", "O", "O", "N", "C", "C", "C", "C", "C", "N", "H", "H", "H", "H", "H", "H", "H", "H", "H", "H", "H", "Br", "C", "C", "C", "C", "C", "C", "H", "H", "H", "H"], "positions_angstrom": [[0.073, -0.037, 0.115], [-2.661, -2.774, 2.870], [-1.338, -3.038, 2.176], [-0.828, -4.297, 2.614], [-1.479, -3.034, 0.349], [-2.886, -3.748, 0.085], [-0.419, -4.054, -0.190], [-1.428, -1.674, -0.254], [-0.095, -1.699, 2.440], [0.389, -1.857, 3.965], [1.008, -2.038, 1.488], [-0.747, -0.362, 2.243], [-3.384, -3.553, 2.630], [-3.054, -1.805, 2.564], [-2.497, -2.758, 3.949], [-0.087, -4.522, 2.036], [-3.148, -3.645, -0.836], [0.371, -3.609, -0.617], [1.113, -2.487, 4.005], [-1.355, 1.996, 0.909], [-1.264, 3.430, -0.074], [-2.181, 4.420, 0.230], [-2.189, 5.591, -0.507], [-1.278, 5.744, -1.541], [-0.375, 4.739, -1.829], [0.735, 5.016, -3.140], [-0.312, 3.527, -1.108], [0.846, 2.304, -1.465], [-2.884, 4.264, 1.039], [-2.900, 6.375, -0.282], [-1.263, 6.648, -2.135], [4.262, -0.273, -7.059], [3.875, -0.653, -5.653], [4.366, -1.819, -5.069], [3.990, -2.188, -3.788], [3.109, -1.382, -3.076], [2.615, -0.213, -3.635], [3.003, 0.143, -4.919], [2.609, -1.928, -1.465], [1.486, -2.825, -1.721], [3.783, -2.527, -0.878], [2.059, -0.677, -0.682], [2.843, 0.075, 0.178], [4.242, 0.165, 0.233], [4.801, 1.025, 1.151], [3.988, 1.778, 1.999], [2.625, 1.615, 1.882], [2.069, 0.787, 1.003], [5.202, -0.740, -7.353], [4.369, 0.808, -7.160], [3.495, -0.593, -7.769], [5.058, -2.443, -5.623], [4.382, -3.085, -3.328], [1.936, 0.418, -3.075], [2.616, 1.060, -5.349], [4.852, -0.437, -0.423], [5.879, 1.115, 1.210], [4.401, 2.465, 2.724], [1.934, 2.170, 2.509], [-3.297, -0.176, -6.221], [-2.409, 0.018, -4.544], [-2.792, 1.038, -3.690], [-2.121, 1.187, -2.481], [-1.109, 0.311, -2.121], [-0.749, -0.714, -2.983], [-1.397, -0.862, -4.208], [-3.587, 1.718, -3.967], [-2.417, 2.000, -1.829], [0.022, -1.428, -2.722], [-1.113, -1.659, -4.884]], "homo_lumo_gap_ev": [7.0, 6.6], "e_above_lowest_kj_mol": 115.88, "charge": -1, "spin_multiplicity": 6}

Entry 3:
{"formula": "C3H7ClN2", "method": "the ωB97M-V functional and the def2-TZVPD basis", "species": ["C", "C", "C", "N", "N", "Cl", "H", "H", "H", "H", "H", "H", "H"], "positions_angstrom": [[-1.610, 0.587, -0.596], [-0.824, 0.131, 0.583], [-0.397, -1.101, 0.810], [2.478, -0.302, -0.540], [3.306, -0.889, 0.164], [-0.682, -2.429, -0.253], [-1.044, 1.330, -1.157], [-2.536, 1.057, -0.267], [-0.584, 0.889, 1.317], [0.169, -1.380, 1.685], [1.845, 0.254, 0.063], [-1.843, -0.248, -1.251], [3.934, -1.450, -0.440]], "homo_lumo_gap_ev": 10.1, "e_above_lowest_kj_mol": 227.57, "smiles": "[H]/N=N/[H].C/C=C\\Cl", "charge": 0, "spin_multiplicity": 1}

Entry 4:
{"formula": "C4H7BO2", "method": "the ωB97M-V functional and the def2-TZVPD basis", "species": ["B", "C", "C", "C", "C", "O", "O", "H", "H", "H", "H", "H", "H", "H"], "positions_angstrom": [[-0.794, -0.036, 0.236], [1.916, 0.076, -0.632], [1.287, 0.738, 0.564], [1.332, -0.781, 0.491], [-2.330, 0.042, -0.003], [-0.025, 1.101, 0.339], [-0.080, -1.208, 0.362], [1.234, 0.008, -1.568], [3.033, -0.018, -0.701], [1.972, 1.182, 1.179], [1.804, -1.524, 1.065], [-2.879, 0.815, 0.644], [-2.851, -0.849, 0.192], [-2.490, 0.192, -0.983]], "homo_lumo_gap_ev": 10.7, "e_above_lowest_kj_mol": 85.40, "smiles": "CB1O[C@H]2C[C@H]2O1", "charge": 0, "spin_multiplicity": 1}

Entry 5:
{"formula": "C2H2F3NO", "method": "the ωB97M-V functional and the def2-TZVPD basis", "species": ["C", "C", "N", "O", "F", "F", "F", "H", "H"], "positions_angstrom": [[-0.007, -0.888, 1.289], [-0.306, 0.558, -1.199], [0.715, 0.051, 0.800], [1.612, 0.795, 1.029], [-0.605, 1.913, -1.248], [0.411, 0.285, -2.267], [-1.356, -0.253, -1.165], [0.446, -1.522, 1.963], [-0.911, -0.939, 0.798]], "homo_lumo_gap_ev": [9.2, 9.2], "e_above_lowest_kj_mol": 550.74, "charge": 0, "spin_multiplicity": 1}

Entry 6:
{"formula": "C20H31N5O4", "method": "the ωB97M-V functional and the def2-TZVPD basis", "species": ["C", "C", "C", "C", "N", "N", "C", "C", "C", "O", "N", "C", "C", "C", "N", "C", "C", "O", "C", "C", "O", "N", "C", "C", "C", "C", "C", "C", "O", "H", "H", "H", "H", "H", "H", "H", "H", "H", "H", "H", "H", "H", "H", "H", "H", "H", "H", "H", "H", "H", "H", "H", "H", "H", "H", "H", "H", "H", "H", "H"], "positions_angstrom": [[-3.986, 3.698, -2.927], [-2.865, 2.992, -2.168], [-2.989, 1.475, -2.257], [-2.830, 3.474, -0.704], [-1.521, 3.886, -0.235], [-0.537, 2.894, -0.080], [0.684, 3.535, -0.229], [1.939, 2.801, 0.123], [3.153, 3.670, -0.148], [3.709, 4.314, 0.724], [3.550, 3.697, -1.431], [3.054, 3.108, -2.677], [4.098, 3.976, -3.434], [3.547, 4.990, -4.422], [3.361, 4.454, -5.766], [4.478, 4.634, -6.675], [2.189, 3.847, -6.070], [1.338, 3.678, -5.199], [2.001, 3.408, -7.511], [0.638, 2.910, -7.995], [0.457, 2.807, -9.196], [-0.267, 2.563, -7.064], [-1.563, 2.082, -7.431], [-2.582, 1.963, -6.347], [-2.737, 3.016, -7.416], [4.530, 4.563, -2.066], [0.511, 4.790, -0.679], [-0.925, 5.027, -0.781], [-1.556, 5.956, -1.250], [-4.955, 3.485, -2.466], [-3.833, 4.778, -2.914], [-4.036, 3.365, -3.965], [-1.913, 3.287, -2.623], [-3.933, 1.142, -1.816], [-2.973, 1.136, -3.295], [-2.174, 0.981, -1.726], [-3.457, 4.356, -0.580], [-3.208, 2.704, -0.027], [-0.649, 2.381, 0.788], [1.947, 2.559, 1.187], [1.983, 1.866, -0.444], [3.209, 2.030, -2.745], [2.018, 3.350, -2.909], [4.882, 3.383, -3.906], [2.593, 5.381, -4.063], [4.243, 5.827, -4.507], [4.366, 4.032, -7.570], [4.578, 5.683, -6.967], [5.402, 4.327, -6.182], [2.266, 4.222, -8.187], [2.705, 2.599, -7.729], [-0.041, 2.783, -6.101], [-1.538, 1.329, -8.206], [-3.243, 1.108, -6.353], [-2.290, 2.303, -5.361], [-2.542, 4.041, -7.132], [-3.502, 2.882, -8.168], [4.316, 5.627, -1.928], [5.559, 4.368, -1.763], [1.272, 5.503, -0.944]], "homo_lumo_gap_ev": 9.0, "e_above_lowest_kj_mol": 143.88, "smiles": "CC(C)Cn1[nH]c(CC(=O)N2CC(CN(C)C(=O)CC(=O)NC3CC3)C2)cc1=O", "charge": 0, "spin_multiplicity": 1}

Entry 7:
{"formula": "C2H3NO2S2", "method": "the ωB97M-V functional and the def2-TZVPD basis", "species": ["C", "C", "N", "O", "O", "S", "S", "H", "H", "H"], "positions_angstrom": [[-1.009, -0.597, 0.822], [-1.584, 0.858, -0.806], [0.992, 0.744, -0.726], [-0.085, -1.310, 0.371], [2.531, -0.801, 0.449], [-2.506, -0.187, -0.082], [1.586, -0.792, -0.587], [-0.746, -0.001, 1.613], [0.788, 1.212, 0.138], [0.032, 0.875, -1.190]], "homo_lumo_gap_ev": [7.5, 7.5], "e_above_lowest_kj_mol": 639.26, "charge": 0, "spin_multiplicity": 1}

Entry 8:
{"formula": "C31H33N5O7PdSi", "method": "the ωB97M-V functional and the def2-TZVPD basis", "species": ["Pd", "C", "N", "C", "C", "C", "C", "C", "C", "C", "N", "C", "C", "C", "C", "C", "C", "N", "C", "C", "H", "H", "H", "H", "H", "H", "H", "H", "H", "H", "H", "H", "H", "H", "H", "H", "H", "H", "H", "H", "O", "C", "O", "C", "C", "C", "C", "C", "C", "O", "N", "O", "O", "N", "O", "O", "H", "H", "C", "Si", "C", "C", "C", "C", "C", "C", "C", "H", "H", "H", "H", "H", "H", "H", "H", "H", "H", "H"], "positions_angstrom": [[-0.779, -0.152, 0.152], [-0.937, 3.655, -0.261], [-0.934, 2.712, 0.848], [-2.091, 2.922, 1.717], [0.299, 2.582, 1.523], [1.344, 3.487, 1.398], [2.551, 3.257, 2.041], [2.735, 2.122, 2.822], [1.708, 1.210, 2.962], [0.486, 1.428, 2.313], [-0.484, 0.449, 2.195], [-0.868, -0.392, 3.178], [-0.486, -0.250, 4.532], [-0.816, -1.217, 5.453], [-1.551, -2.333, 5.060], [-2.018, -2.442, 3.754], [-1.724, -1.471, 2.818], [-2.310, -1.465, 1.508], [-3.591, -0.743, 1.542], [-2.473, -2.801, 0.927], [-0.850, 4.696, 0.077], [-1.883, 3.556, -0.790], [-0.122, 3.422, -0.944], [-2.118, 3.951, 2.100], [-2.067, 2.240, 2.563], [-3.003, 2.742, 1.147], [1.237, 4.360, 0.772], [3.362, 3.960, 1.909], [3.692, 1.928, 3.286], [1.873, 0.276, 3.481], [0.071, 0.626, 4.833], [-0.504, -1.109, 6.483], [-1.796, -3.102, 5.780], [-2.633, -3.287, 3.481], [-4.321, -1.258, 2.177], [-3.983, -0.675, 0.528], [-3.435, 0.265, 1.925], [-3.237, -3.388, 1.447], [-1.514, -3.313, 0.943], [-2.792, -2.681, -0.107], [1.910, -3.312, 0.086], [1.480, -2.175, -0.010], [0.355, -1.838, 0.552], [2.304, -1.147, -0.769], [3.478, -1.646, -1.308], [4.364, -0.845, -2.004], [4.117, 0.507, -2.179], [2.939, 0.995, -1.684], [1.977, 0.228, -0.964], [0.934, 0.843, -0.539], [2.654, 2.414, -1.919], [1.602, 2.707, -2.458], [3.497, 3.222, -1.580], [5.579, -1.419, -2.567], [6.342, -0.669, -3.152], [5.761, -2.615, -2.436], [3.692, -2.696, -1.164], [4.818, 1.144, -2.699], [-2.244, 1.638, -2.877], [-2.155, -0.039, -2.058], [-3.792, -0.929, -2.280], [-0.729, -1.031, -2.742], [-0.623, -2.413, -2.538], [0.412, -3.141, -3.101], [1.362, -2.499, -3.885], [1.284, -1.127, -4.088], [0.260, -0.396, -3.509], [-2.442, 1.498, -3.944], [-1.310, 2.189, -2.771], [-3.054, 2.241, -2.463], [-4.010, -0.966, -3.352], [-4.611, -0.395, -1.794], [-3.782, -1.954, -1.911], [-1.349, -2.928, -1.919], [0.492, -4.203, -2.910], [2.177, -3.064, -4.317], [2.035, -0.622, -4.682], [0.239, 0.678, -3.643]], "homo_lumo_gap_ev": [7.6, 5.6], "e_above_lowest_kj_mol": 126.29, "charge": 0, "spin_multiplicity": 5}

| no. | calculated total energy (eV) |
| --- | --- |
| 1 | -176684.1085 |
| 2 | -218506.6707 |
| 3 | -18724.9744 |
| 4 | -9033.4277 |
| 5 | -13791.3919 |
| 6 | -36883.1344 |
| 7 | -29371.3523 |
| 8 | -65815.7962 |